(1)
{"formula": "C31H44AsBrCoN3OSSi3", "method": "ωB97M-V/def2-TZVPD", "charge": 0, "spin_multiplicity": 5, "max_force_ev_per_a": 0.28, "homo_ev": [-7.382, -7.465], "gap_ev": [6.776, 6.648], "species": ["Co", "Br", "C", "C", "C", "C", "O", "C", "C", "N", "C", "C", "C", "C", "C", "C", "C", "C", "N", "C", "C", "H", "H", "H", "H", "H", "H", "H", "H", "H", "H", "C", "Si", "C", "C", "As", "Si", "C", "C", "C", "Si", "C", "C", "C", "H", "H", "H", "H", "H", "H", "H", "H", "H", "H", "H", "H", "H", "H", "H", "H", "H", "H", "H", "H", "H", "H", "H", "H", "H", "H", "H", "N", "C", "C", "C", "C", "C", "C", "H", "H", "H", "H", "H", "H", "H", "S"], "coordinates": [[0.01, -0.38, -0.55], [-5.12, 0.87, 4.81], [-4.11, 0.55, 3.25], [-4.73, -0.02, 2.12], [-4.02, -0.26, 0.98], [-2.63, 0.05, 0.87], [-2.01, -0.21, -0.21], [-2.02, 0.64, 2.02], [-0.67, 1.09, 2.06], [0.20, 0.98, 1.11], [1.48, 1.54, 1.31], [1.78, 2.61, 2.12], [3.11, 3.04, 2.27], [4.13, 2.42, 1.62], [3.85, 1.36, 0.73], [4.85, 0.69, -0.02], [4.49, -0.30, -0.89], [3.12, -0.61, -1.03], [2.18, -0.01, -0.35], [2.52, 0.95, 0.55], [-2.79, 0.88, 3.19], [-5.79, -0.27, 2.17], [-4.49, -0.70, 0.11], [-0.38, 1.58, 3.00], [0.99, 3.14, 2.64], [3.31, 3.88, 2.93], [5.16, 2.75, 1.75], [5.89, 0.97, 0.10], [5.22, -0.84, -1.48], [2.78, -1.37, -1.73], [-2.31, 1.34, 4.05], [2.46, 3.60, -2.20], [1.55, 2.58, -3.49], [1.19, 3.68, -4.97], [2.63, 1.16, -4.10], [-0.31, 1.62, -2.43], [-1.50, 3.50, -1.65], [-0.77, 4.05, -0.01], [-1.42, 4.96, -2.83], [-3.29, 3.00, -1.38], [-1.69, 0.82, -4.17], [-0.61, -0.17, -5.34], [-2.50, 2.22, -5.14], [-3.03, -0.21, -3.40], [3.43, 3.92, -2.59], [2.63, 3.03, -1.28], [1.89, 4.49, -1.95], [2.13, 3.90, -5.48], [0.73, 4.62, -4.68], [0.53, 3.19, -5.69], [3.65, 1.51, -4.27], [2.24, 0.76, -5.03], [2.66, 0.34, -3.38], [0.32, 4.08, -0.03], [-1.08, 3.37, 0.78], [-1.14, 5.05, 0.24], [-0.45, 5.46, -2.77], [-2.18, 5.69, -2.55], [-1.59, 4.67, -3.87], [-3.36, 2.03, -0.90], [-3.84, 2.96, -2.32], [-3.78, 3.74, -0.74], [-0.03, 0.48, -6.00], [-1.24, -0.81, -5.96], [0.08, -0.82, -4.79], [-1.78, 2.85, -5.66], [-3.11, 2.86, -4.50], [-3.16, 1.78, -5.89], [-2.60, -0.98, -2.75], [-3.61, -0.70, -4.19], [-3.71, 0.40, -2.81], [0.02, -2.06, 1.22], [1.07, -1.96, 2.16], [0.86, -1.38, 3.40], [1.92, -1.17, 4.26], [3.21, -1.55, 3.90], [3.41, -2.18, 2.68], [2.35, -2.39, 1.81], [0.12, -2.82, 0.56], [-0.91, -2.04, 1.61], [-0.15, -1.09, 3.69], [1.74, -0.70, 5.22], [4.04, -1.38, 4.58], [4.40, -2.51, 2.40], [2.51, -2.88, 0.86], [0.14, -2.01, -2.08]]}

---

(2)
{"formula": "C31H44BrN3P2Pt", "method": "ωB97M-V/def2-TZVPD", "charge": 4, "spin_multiplicity": 5, "max_force_ev_per_a": 4.71, "homo_ev": [-19.054, -19.790], "gap_ev": [6.798, 3.444], "species": ["N", "C", "C", "C", "C", "C", "C", "Pt", "P", "C", "C", "C", "C", "C", "C", "C", "Br", "H", "H", "H", "H", "H", "H", "H", "H", "H", "H", "P", "C", "C", "H", "H", "H", "H", "H", "C", "C", "H", "H", "H", "H", "H", "C", "C", "H", "H", "H", "H", "H", "C", "C", "H", "H", "H", "H", "H", "C", "C", "H", "H", "H", "H", "H", "C", "C", "H", "H", "H", "H", "H", "N", "C", "C", "C", "C", "N", "C", "C", "H", "H", "H", "H"], "coordinates": [[-5.24, 1.96, -2.18], [-4.96, 2.43, -0.96], [-3.67, 2.34, -0.41], [-2.65, 1.76, -1.18], [-2.94, 1.31, -2.47], [-4.27, 1.43, -2.92], [-1.27, 1.65, -0.59], [-0.29, -0.05, -0.79], [1.94, -0.08, -0.53], [-0.13, 1.80, -1.53], [1.11, 2.53, -1.11], [2.18, 2.73, -2.06], [3.47, 2.90, -1.62], [3.75, 2.82, -0.16], [2.61, 3.54, 0.50], [1.33, 2.91, 0.20], [3.29, 3.40, 2.30], [-1.22, 2.15, 0.39], [-0.37, 1.92, -2.59], [-3.46, 2.72, 0.60], [-2.18, 0.87, -3.12], [-5.76, 2.89, -0.39], [-4.53, 1.08, -3.92], [1.95, 2.60, -3.12], [0.59, 2.79, 0.98], [4.31, 3.00, -2.31], [2.63, 4.61, 0.23], [-1.27, -2.10, -0.54], [3.63, 1.25, 0.10], [4.95, 0.62, -0.19], [3.31, 1.10, 1.14], [4.76, 3.18, 0.10], [5.72, 1.07, 0.46], [4.97, -0.46, -0.01], [5.27, 0.81, -1.23], [2.37, -0.70, -2.24], [3.83, -0.88, -2.67], [1.88, 0.00, -2.93], [1.83, -1.66, -2.34], [3.83, -1.40, -3.64], [4.33, 0.09, -2.84], [4.43, -1.47, -1.97], [2.47, -1.50, 0.56], [3.05, -1.14, 1.94], [3.20, -2.07, -0.03], [1.59, -2.14, 0.69], [2.95, -2.00, 2.62], [4.13, -0.90, 1.90], [2.53, -0.31, 2.42], [-1.27, -2.75, 1.16], [-1.57, -4.24, 1.27], [-2.01, -2.16, 1.72], [-0.30, -2.50, 1.59], [-2.59, -4.49, 0.92], [-0.86, -4.85, 0.70], [-1.50, -4.55, 2.31], [-0.44, -3.30, -1.64], [-0.61, -2.96, -3.13], [-0.83, -4.30, -1.42], [0.63, -3.30, -1.36], [-1.61, -3.24, -3.48], [-0.46, -1.89, -3.32], [0.13, -3.51, -3.72], [-3.03, -2.07, -1.07], [-4.01, -1.43, -0.09], [-3.32, -3.12, -1.27], [-3.06, -1.54, -2.04], [-5.04, -1.68, -0.39], [-3.87, -1.77, 0.94], [-3.93, -0.33, -0.12], [-1.82, -0.53, 7.32], [-1.78, -0.04, 6.25], [-1.73, 0.55, 4.94], [-2.65, 0.15, 3.96], [-2.56, 0.75, 2.69], [-1.64, 1.66, 2.39], [-0.76, 2.04, 3.32], [-0.77, 1.51, 4.62], [-3.41, -0.60, 4.15], [-3.28, 0.48, 1.91], [-0.02, 2.79, 3.03], [-0.03, 1.85, 5.34]]}

---

(3)
{"formula": "C31H44ILaN2O2P2S3", "method": "ωB97M-V/def2-TZVPD", "charge": 2, "spin_multiplicity": 1, "max_force_ev_per_a": 3.84, "homo_ev": -12.673, "gap_ev": 6.868, "species": ["La", "C", "C", "S", "C", "C", "S", "C", "C", "S", "H", "H", "H", "H", "H", "H", "H", "H", "H", "H", "H", "H", "C", "P", "C", "N", "C", "C", "C", "C", "C", "C", "N", "C", "P", "C", "C", "C", "C", "C", "C", "C", "C", "C", "H", "H", "H", "H", "H", "H", "H", "H", "H", "H", "H", "H", "H", "H", "H", "H", "H", "H", "H", "H", "H", "H", "H", "H", "H", "H", "H", "H", "I", "C", "C", "C", "C", "C", "C", "C", "O", "O", "H", "H", "H", "H"], "coordinates": [[0.78, -1.21, 0.00], [2.23, -0.77, 3.78], [3.42, -1.51, 3.13], [3.34, -1.73, 1.30], [3.64, -3.51, 1.16], [2.53, -4.49, 1.59], [0.81, -4.03, 1.11], [-0.14, -3.98, 2.68], [0.44, -3.00, 3.65], [0.51, -1.24, 3.28], [2.38, -0.72, 4.87], [2.25, 0.31, 3.39], [4.21, -0.81, 3.25], [3.62, -2.42, 3.75], [3.84, -3.61, 0.07], [4.56, -3.81, 1.69], [2.75, -5.41, 0.96], [2.61, -4.81, 2.63], [-1.16, -3.77, 2.30], [-0.13, -4.97, 3.12], [-0.24, -3.08, 4.48], [1.44, -3.26, 3.96], [-3.12, -1.04, 1.49], [-2.18, -0.26, 0.17], [-2.60, 1.50, 0.54], [-3.75, 1.69, 1.15], [-4.05, 3.06, 1.09], [-5.35, 3.35, 1.53], [-5.88, 4.62, 1.27], [-5.04, 5.61, 0.76], [-3.70, 5.36, 0.47], [-3.19, 4.04, 0.64], [-1.96, 3.78, 0.08], [-1.65, 2.50, 0.14], [0.06, 1.94, -0.27], [0.33, 2.52, -2.00], [1.05, 3.10, 0.83], [1.17, 4.56, 0.31], [0.65, 3.01, 2.31], [2.56, 2.57, 0.85], [-3.06, -0.75, -1.45], [-3.22, -2.29, -1.51], [-4.48, -0.14, -1.31], [-2.35, -0.20, -2.64], [-3.50, -0.29, 2.20], [-2.58, -1.84, 1.82], [-4.05, -1.33, 0.95], [-5.93, 2.53, 1.97], [-6.87, 4.86, 1.48], [-5.47, 6.59, 0.50], [-3.12, 6.09, -0.08], [-0.58, 2.49, -2.54], [1.02, 1.77, -2.41], [0.79, 3.51, -2.03], [0.21, 4.92, -0.05], [1.92, 4.64, -0.49], [1.47, 5.11, 1.17], [-0.38, 3.32, 2.38], [1.23, 3.77, 2.85], [0.75, 1.95, 2.67], [3.03, 2.66, -0.13], [2.55, 1.53, 1.12], [3.14, 3.07, 1.60], [-3.92, -2.71, -0.74], [-2.28, -2.85, -1.48], [-3.77, -2.66, -2.39], [-4.95, -0.54, -0.44], [-5.05, -0.45, -2.20], [-4.49, 0.93, -1.19], [-1.35, -0.75, -2.84], [-2.11, 0.84, -2.41], [-2.97, -0.25, -3.50], [7.02, -3.32, -6.19], [5.24, -2.82, -5.14], [4.65, -1.57, -5.14], [3.55, -1.28, -4.41], [3.00, -2.22, -3.56], [3.44, -3.57, -3.64], [4.61, -3.80, -4.38], [2.12, -1.79, -2.44], [2.31, -0.59, -1.92], [1.21, -2.56, -1.90], [4.99, -0.76, -5.77], [3.12, -0.25, -4.53], [2.94, -4.30, -3.03], [5.11, -4.80, -4.31]]}

---

(4)
{"formula": "C31H44N4O4", "method": "ωB97M-V/def2-TZVPD", "charge": 0, "spin_multiplicity": 1, "max_force_ev_per_a": 0.71, "homo_ev": -8.183, "gap_ev": 8.631, "species": ["C", "C", "C", "C", "C", "C", "C", "H", "N", "C", "O", "C", "C", "C", "O", "N", "C", "H", "C", "H", "C", "N", "C", "H", "H", "H", "C", "H", "H", "H", "H", "H", "H", "H", "C", "C", "C", "C", "H", "C", "H", "O", "H", "H", "C", "O", "N", "H", "C", "C", "C", "C", "H", "C", "C", "H", "H", "H", "H", "C", "C", "H", "H", "H", "H", "H", "H", "H", "H", "H", "H", "H", "H", "H", "H", "C", "H", "H", "H", "H", "H", "H", "H"], "coordinates": [[8.02, 3.25, 0.74], [7.12, 2.37, -0.06], [7.33, 2.18, -1.42], [6.48, 1.37, -2.17], [5.41, 0.75, -1.54], [5.19, 0.93, -0.18], [6.04, 1.74, 0.56], [5.87, 1.88, 1.61], [4.09, 0.27, 0.39], [3.65, 0.29, 1.67], [4.14, 0.90, 2.60], [2.42, -0.60, 1.81], [1.23, -0.12, 0.96], [0.74, -1.07, -0.11], [1.42, -1.58, -0.98], [-0.59, -1.26, 0.08], [-1.38, -2.13, -0.76], [-0.75, -2.37, -1.62], [-1.81, -3.41, -0.04], [-2.46, -3.15, 0.79], [-0.63, -4.24, 0.51], [-0.28, -5.36, -0.35], [0.66, -6.24, 0.33], [1.61, -5.74, 0.57], [0.21, -6.59, 1.26], [0.86, -7.10, -0.31], [0.25, -4.93, -1.63], [-0.55, -4.49, -2.23], [0.62, -5.80, -2.17], [1.07, -4.20, -1.53], [0.23, -3.58, 0.69], [-0.92, -4.66, 1.47], [-2.38, -4.03, -0.73], [-2.26, -1.59, -1.11], [-1.16, -0.53, 1.20], [0.07, -0.16, 2.00], [0.28, 1.07, 2.86], [1.35, 0.78, 3.59], [1.90, 1.38, 4.28], [1.74, -0.64, 3.22], [2.26, -1.22, 3.96], [0.48, -1.21, 2.87], [-0.28, 1.98, 2.77], [-1.82, -1.18, 1.78], [-1.89, 0.72, 0.68], [-1.29, 1.68, 0.25], [-3.23, 0.63, 0.72], [-3.67, -0.19, 1.10], [-4.12, 1.71, 0.34], [-4.98, 2.10, 1.54], [-5.93, 3.24, 1.18], [-6.81, 2.82, 0.00], [-7.48, 3.63, -0.26], [-5.96, 2.45, -1.22], [-6.88, 2.08, -2.38], [-7.62, 2.86, -2.54], [-7.40, 1.15, -2.17], [-6.32, 1.96, -3.30], [-5.37, 3.33, -1.50], [-4.98, 1.31, -0.87], [-4.09, 0.97, -2.06], [-3.62, 1.87, -2.45], [-4.65, 0.49, -2.86], [-3.30, 0.29, -1.76], [-5.57, 0.42, -0.60], [-7.42, 1.96, 0.29], [-6.55, 3.49, 2.04], [-5.35, 4.12, 0.90], [-4.33, 2.40, 2.36], [-5.56, 1.23, 1.86], [-3.47, 2.55, 0.05], [1.37, 0.87, 0.53], [2.69, -1.62, 1.54], [3.56, -0.29, -0.26], [4.74, 0.12, -2.10], [6.72, 1.18, -3.64], [6.01, 0.49, -4.07], [7.73, 0.80, -3.81], [6.64, 2.13, -4.16], [8.16, 2.66, -1.90], [7.54, 4.22, 0.92], [8.23, 2.81, 1.71], [8.96, 3.43, 0.22]]}

---

(5)
{"formula": "C31H44N6O3PPdS5", "method": "ωB97M-V/def2-TZVPD", "charge": 1, "spin_multiplicity": 1, "max_force_ev_per_a": 1.07, "homo_ev": -10.128, "gap_ev": 5.223, "species": ["Pd", "S", "C", "S", "C", "C", "N", "C", "N", "C", "C", "S", "C", "C", "S", "C", "C", "S", "H", "H", "H", "H", "H", "H", "H", "H", "H", "H", "H", "H", "C", "N", "C", "P", "O", "N", "C", "C", "N", "C", "C", "H", "H", "H", "H", "H", "H", "H", "H", "H", "H", "H", "H", "H", "H", "H", "H", "H", "H", "C", "C", "C", "C", "C", "C", "N", "C", "C", "C", "C", "C", "C", "C", "O", "O", "C", "C", "H", "H", "H", "H", "H", "H", "H", "H", "H", "H", "H", "H", "H", "H"], "coordinates": [[0.84, 1.64, -0.56], [2.39, 2.35, 1.04], [2.96, 3.51, -0.10], [1.97, 3.42, -1.51], [4.05, 4.30, 0.04], [4.44, 5.15, -1.05], [4.72, 5.85, -1.92], [4.85, 4.20, 1.22], [5.47, 4.05, 2.18], [-1.45, 2.88, -4.21], [-0.53, 1.72, -3.82], [-0.93, 1.28, -2.11], [-1.41, -0.46, -2.14], [-2.91, -0.59, -2.38], [-3.87, 0.33, -1.14], [-4.71, 1.61, -2.12], [-3.89, 2.78, -2.66], [-3.20, 2.40, -4.31], [-1.18, 3.23, -5.21], [-1.34, 3.73, -3.54], [0.52, 1.97, -3.91], [-0.73, 0.84, -4.43], [-1.14, -0.82, -1.14], [-0.81, -1.02, -2.87], [-3.18, -1.64, -2.34], [-3.18, -0.21, -3.36], [-5.46, 2.00, -1.42], [-5.27, 1.12, -2.92], [-3.09, 3.05, -1.98], [-4.54, 3.65, -2.77], [2.55, -1.04, 1.44], [3.59, -0.76, 0.46], [4.95, -0.76, 0.98], [3.22, -0.68, -1.13], [1.99, 0.19, -1.35], [4.51, -0.18, -1.98], [4.94, 1.22, -1.97], [5.49, -1.10, -2.54], [2.80, -2.18, -1.63], [3.29, -3.41, -1.01], [2.20, -2.37, -2.95], [2.60, -0.32, 2.25], [2.67, -2.05, 1.86], [1.57, -0.98, 0.98], [5.02, -0.08, 1.83], [5.65, -0.42, 0.22], [5.25, -1.76, 1.31], [4.15, 1.85, -1.60], [5.18, 1.53, -2.99], [5.83, 1.35, -1.35], [5.15, -2.13, -2.44], [6.45, -1.00, -2.03], [5.64, -0.89, -3.60], [3.79, -3.18, -0.06], [4.00, -3.93, -1.65], [2.46, -4.08, -0.80], [1.81, -1.42, -3.32], [1.37, -3.08, -2.88], [2.92, -2.75, -3.67], [-2.41, -5.10, 3.96], [-3.10, -3.90, 3.37], [-4.45, -3.97, 3.06], [-5.12, -2.88, 2.51], [-4.44, -1.70, 2.27], [-3.09, -1.61, 2.61], [-2.35, -0.43, 2.35], [-2.77, 0.86, 2.54], [-3.88, 1.16, 3.37], [-4.27, 2.45, 3.58], [-3.59, 3.53, 3.00], [-2.50, 3.28, 2.21], [-2.08, 1.95, 1.97], [-0.96, 1.76, 1.08], [-0.49, 2.76, 0.38], [-0.36, 0.64, 0.87], [-2.41, -2.70, 3.15], [-0.94, -2.55, 3.48], [-3.09, -5.96, 3.98], [-2.08, -4.92, 4.98], [-1.53, -5.39, 3.37], [-4.99, -4.89, 3.24], [-6.17, -2.95, 2.26], [-4.94, -0.86, 1.81], [-1.46, -0.54, 1.90], [-4.40, 0.34, 3.85], [-5.11, 2.64, 4.23], [-3.90, 4.55, 3.19], [-1.93, 4.08, 1.76], [-0.75, -1.63, 4.03], [-0.33, -2.52, 2.57], [-0.57, -3.38, 4.08]]}